The following is a DFT calculation (wB97M-V/def2-TZVPD) of C24H24AsF6N2PPd as an isolated structure at a distorted geometry.

Results
- net charge = +1
- relative energy (zero: lowest compared OMol25 entry of this formula, charge and spin) (eV) = 1.765
- highest occupied orbital energy (alpha / beta) (eV) = -11.473 / -11.466
- ⟨S²⟩ = 0.76
- LUMO (alpha / beta) (eV) = -5.422 / -5.358
- spin multiplicity = 2

Each line ends with the Mulliken charge.
Cartesian coordinates (Å):
Pd  0.05023  -0.06486  0.24024  -0.502
N  -0.67552  -2.11322  1.50085  -0.262
C  -0.90393  -3.19034  0.53356  -0.692
C  -1.64405  -2.62302  -0.67962  -0.697
N  -0.80942  -1.60537  -1.32922  -0.288
H  0.12860  -2.31947  2.09356  0.210
H  -1.48629  -2.00922  2.10708  0.253
H  -1.49238  -4.00913  0.96271  0.420
H  0.06278  -3.59157  0.21833  0.321
H  -2.56491  -2.13473  -0.34473  0.343
H  -1.89989  -3.43344  -1.37457  0.406
H  -1.31216  -1.17697  -2.10203  0.174
H  0.03599  -2.04399  -1.70389  0.289
C  3.79024  4.58090  -3.42700  -0.538
C  2.60592  4.22449  -4.05575  -0.740
C  1.69547  3.40607  -3.41434  -0.358
C  1.96380  2.95273  -2.12251  0.266
C  3.15300  3.30516  -1.49093  -0.330
C  4.06013  4.12147  -2.14757  -0.754
P  0.73406  1.92470  -1.24094  2.286
C  -0.20377  1.21823  -2.64172  0.408
C  -1.54977  1.46213  -2.90030  -0.363
C  -2.14861  0.86991  -4.00201  -0.847
C  -1.42237  0.03236  -4.83471  -0.552
C  -0.08295  -0.21870  -4.57237  -0.704
C  0.52054  0.36072  -3.47363  -0.312
C  -0.38763  3.14647  -0.47559  0.838
C  -0.46154  4.43927  -0.95823  -0.296
C  -1.30918  5.37280  -0.36096  -0.971
C  -2.05923  5.02514  0.73437  -0.828
C  -1.99364  3.72461  1.27237  0.503
C  -2.73090  3.35887  2.41724  -0.713
C  -2.62893  2.09491  2.94583  -0.871
C  -1.77305  1.15166  2.36261  -0.155
C  -1.06697  1.45024  1.21060  -0.282
C  -1.14550  2.75490  0.65767  0.045
H  4.50102  5.21007  -3.93972  0.418
H  2.38998  4.58075  -5.05123  0.434
H  0.77247  3.13878  -3.90982  0.524
H  3.36802  2.93704  -0.49786  0.466
H  4.98387  4.39207  -1.66310  0.435
H  -2.11895  2.11881  -2.25716  0.469
H  -3.18464  1.07734  -4.21698  0.425
H  -1.89512  -0.41586  -5.69403  0.415
H  0.49246  -0.85199  -5.22902  0.453
H  1.56421  0.17324  -3.25259  0.452
H  0.13582  4.73312  -1.80799  0.443
H  -1.36337  6.37210  -0.76350  0.448
H  -2.70942  5.74852  1.20334  0.427
H  -3.36047  4.09810  2.89195  0.425
H  -3.18830  1.82979  3.82944  0.422
H  -1.66734  0.18552  2.84556  0.456
F  1.86887  -1.46459  -0.25386  -0.558
As  3.13744  -0.89174  1.02429  2.094
F  4.13163  -2.19424  0.53745  -0.446
F  3.66284  0.19651  -0.23218  -0.440
F  4.21436  -0.33296  2.21277  -0.426
F  1.93840  0.44370  1.51674  -0.519
F  2.21019  -1.90032  2.13584  -0.524

The following is a DFT calculation (wB97M-V/def2-TZVPD) of C24H24BMoN5O2S5 as an isolated structure at a distorted geometry.

Results
- net charge = +2
- relative energy (zero: lowest compared OMol25 entry of this formula, charge and spin) (eV) = 0.463
- highest occupied orbital energy (alpha / beta) (eV) = -13.307 / -13.322
- LUMO (alpha / beta) (eV) = -9.155 / -9.012

Each line ends with the Mulliken charge.
Cartesian coordinates (Å):
Mo  0.62907  -0.44013  0.05536  0.664
B  0.72658  2.02415  -2.40361  0.184
N  -0.15121  2.28172  -1.13979  -0.467
C  -1.03799  3.24843  -0.98456  0.009
C  -1.76049  3.03831  0.19702  -1.220
C  -1.24334  1.88975  0.72424  -0.378
N  -0.24531  1.41956  -0.09395  0.418
N  2.06231  1.34390  -1.94470  -0.585
C  3.23708  1.58242  -2.49966  -0.059
C  4.12772  0.54671  -2.19438  -1.348
C  3.39972  -0.31473  -1.42537  -0.270
N  2.12512  0.15409  -1.26522  0.801
H  1.01929  3.08692  -2.86571  -0.070
H  0.15148  1.28389  -3.16078  -0.082
H  -1.10679  4.03990  -1.71362  0.483
H  -2.54004  3.65745  0.60463  0.441
H  -1.49385  1.36810  1.63011  0.687
H  3.37606  2.46622  -3.10078  0.460
H  5.15360  0.45063  -2.50368  0.458
H  3.73182  -1.24437  -0.99267  0.519
C  -3.45762  -3.01468  0.32199  -0.198
S  -3.52905  -3.43735  -1.43907  -0.006
C  -1.85516  -3.76072  -1.87118  0.444
C  -0.80049  -2.90798  -1.84667  0.053
S  -0.94904  -1.26174  -1.32257  -0.186
S  0.68270  -3.44121  -2.59058  0.012
C  0.14341  -5.05998  -2.95453  0.099
S  1.12045  -6.20298  -3.55196  -0.104
S  -1.53002  -5.32215  -2.54741  -0.066
H  -4.45286  -2.63196  0.54504  0.409
H  -2.73071  -2.23664  0.53556  -0.263
H  -3.27343  -3.90396  0.91841  0.200
C  3.81937  -5.48257  -1.02027  -0.809
O  3.01031  -4.42685  -0.47226  -0.361
C  1.90322  -4.77289  0.22818  0.861
C  1.50669  -6.06636  0.53050  -0.380
C  0.34200  -6.26823  1.26020  -0.970
C  -0.43811  -5.19958  1.67993  -1.285
C  -0.05547  -3.90455  1.36168  -0.112
C  1.10901  -3.70226  0.64938  -0.942
N  1.61300  -2.39523  0.25584  1.257
C  2.15670  -1.44265  1.15678  0.399
C  1.79540  -1.47806  2.59412  -0.057
C  2.60527  -1.90180  3.63333  -0.726
C  2.07166  -1.94311  4.91537  -0.753
C  0.75194  -1.56181  5.15106  -0.584
C  -0.05927  -1.11274  4.11970  -0.755
C  0.49453  -1.05537  2.85589  0.557
O  -0.18780  -0.65418  1.74412  -0.301
H  3.22886  -6.09656  -1.69939  0.248
H  4.24258  -6.08822  -0.21969  0.381
H  4.61560  -4.99093  -1.56862  0.259
H  2.09863  -6.91206  0.21194  0.517
H  0.04421  -7.27948  1.50381  0.456
H  -1.33836  -5.37384  2.25258  0.509
H  -0.66581  -3.06378  1.66086  0.766
H  2.27452  -2.57633  -0.50502  0.237
H  3.17117  -1.14481  0.91980  0.520
H  3.62467  -2.21686  3.45053  0.537
H  2.68436  -2.28207  5.73894  0.471
H  0.35736  -1.60765  6.15690  0.472
H  -1.07773  -0.79115  4.29260  0.552

The following is a DFT calculation (wB97M-V/def2-TZVPD) of C24H24BN4O2SeSr as an isolated structure.

Results
- net charge = +1
- relative energy (zero: lowest compared OMol25 entry of this formula, charge and spin) (eV) = 0.009
- highest occupied orbital energy (eV) = -9.254
- LUMO (eV) = -3.523

Each line ends with the Mulliken charge.
Cartesian coordinates (Å):
Sr  -0.11068  0.89193  -0.95468  1.808
C  -0.79954  -0.71908  -3.55881  -0.380
C  -0.01977  -1.61199  -2.82566  -0.603
C  1.33901  -1.37221  -2.65737  0.168
C  1.92341  -0.23868  -3.21494  -0.006
C  1.15016  0.64547  -3.95849  -0.709
C  -0.21104  0.40597  -4.13007  -0.390
H  -1.85667  -0.91075  -3.69358  0.385
H  -0.47239  -2.49021  -2.38267  0.396
H  1.93486  -2.04794  -2.05965  0.018
H  2.97541  -0.04089  -3.06078  0.323
H  1.60757  1.51857  -4.40533  0.413
H  -0.80525  1.08604  -4.72826  0.436
Se  -7.49122  1.75878  2.76670  0.314
N  -5.87124  1.32012  3.32639  -0.836
C  -5.09428  1.29594  2.27403  0.895
C  -3.67778  0.96229  2.32023  0.766
C  -3.02730  0.64046  3.51370  -0.550
C  -1.68770  0.32857  3.48632  -0.886
C  -1.03274  0.34307  2.25893  -0.023
N  -1.63573  0.65155  1.11610  -0.356
C  -2.94393  0.96588  1.13255  -0.579
C  -3.57835  1.32107  -0.15154  -0.542
N  -2.80291  1.33471  -1.25401  -0.140
C  -3.36391  1.65260  -2.41342  -0.081
C  -4.70968  1.97327  -2.55929  -0.972
C  -5.50567  1.96718  -1.43809  -0.435
C  -4.93830  1.63859  -0.20621  0.673
C  -5.71832  1.62578  1.02340  0.866
N  -6.99270  1.91724  1.07637  -0.831
H  -3.59456  0.64339  4.43510  0.546
H  -1.14645  0.07532  4.38619  0.479
H  0.02244  0.09293  2.18987  0.296
H  -2.70998  1.65540  -3.27825  0.354
H  -5.10633  2.22287  -3.53276  0.452
H  -6.55838  2.21293  -1.48221  0.542
C  2.87285  -1.04948  2.71055  -2.142
C  3.14052  -1.34750  1.23977  1.619
C  3.22092  -2.84491  1.01749  -1.889
O  2.01514  -0.80612  0.48636  0.024
B  2.35670  0.49360  0.03048  -0.414
O  3.70040  0.70526  0.24348  -0.665
C  4.33134  -0.53265  0.66402  1.628
C  4.93794  -1.16672  -0.58311  -1.645
C  5.42527  -0.21246  1.66426  -1.817
H  1.92416  -1.50792  2.99651  0.472
H  2.81157  0.02589  2.88260  0.400
H  3.65347  -1.46417  3.34888  0.365
H  2.34256  -3.32785  1.44745  0.475
H  4.10658  -3.25606  1.50582  0.370
H  3.26563  -3.09453  -0.04123  0.332
H  4.16318  -1.41236  -1.31196  0.104
H  5.49310  -2.07430  -0.34377  0.327
H  5.62251  -0.45201  -1.03878  0.489
H  5.04945  0.37890  2.49639  0.365
H  6.20927  0.36119  1.17083  0.464
H  5.86737  -1.13196  2.05414  0.329

The following is a DFT calculation (wB97M-V/def2-TZVPD) of C24H24Br12N4 as an isolated structure at a distorted geometry.

Results
- highest occupied orbital energy (eV) = -9.782
- LUMO (eV) = -0.126

Each line ends with the Mulliken charge.
Cartesian coordinates (Å):
N  3.90935  -19.39511  -3.74156  -0.475
C  4.49552  -18.21204  -3.92631  -0.365
C  5.68723  -18.00256  -4.62394  -0.401
C  6.25804  -19.11740  -5.26795  -0.071
C  5.66925  -20.37875  -5.01655  -0.250
C  4.52036  -20.47477  -4.27974  -0.528
H  4.06640  -17.40109  -3.40604  0.389
H  6.08589  -17.04309  -4.82250  0.478
H  7.13408  -19.02303  -5.91136  0.277
H  6.15054  -21.21559  -5.47374  0.463
H  4.06573  -21.39231  -4.07910  0.513
N  10.81217  -14.05913  0.66198  -0.326
C  10.26520  -12.91981  1.14146  -0.182
C  10.05355  -12.68562  2.49544  -0.462
C  10.51561  -13.64635  3.38767  -0.265
C  11.00633  -14.79416  2.87591  -0.406
C  11.15385  -15.04547  1.49621  0.066
H  9.92459  -12.13344  0.38862  0.296
H  9.78447  -11.72563  2.83668  0.397
H  10.50369  -13.47711  4.45557  0.386
H  11.30284  -15.66806  3.52054  0.253
H  11.55247  -15.98244  1.11296  0.276
N  17.77851  -12.68895  -1.75976  -0.542
C  17.21309  -13.71610  -2.45097  -0.244
C  15.85254  -14.01323  -2.44941  -0.320
C  15.02692  -13.22201  -1.64102  -0.265
C  15.65666  -12.24137  -0.85802  -0.305
C  16.97777  -11.98875  -0.94011  -0.027
H  17.90464  -14.17338  -3.17728  0.336
H  15.35835  -14.79730  -3.05075  0.341
H  13.98923  -13.33212  -1.53777  0.522
H  15.15348  -11.59425  -0.06274  0.238
H  17.41607  -11.12235  -0.32250  0.261
N  11.24450  -19.00521  -3.34662  -0.384
C  11.93621  -17.98695  -2.81721  -0.681
C  11.42096  -16.84750  -2.23465  -0.367
C  10.03939  -16.79698  -2.13258  -0.627
C  9.24333  -17.80668  -2.67424  -0.386
C  9.89915  -18.90713  -3.24619  -0.200
H  13.01147  -18.04145  -2.88476  0.524
H  12.03970  -16.02014  -1.90743  0.653
H  9.56903  -15.92883  -1.63371  0.422
H  8.16767  -17.67663  -2.70386  0.592
H  9.36410  -19.79452  -3.70208  0.418
C  10.93941  -19.18082  -6.56193  0.145
Br  9.77644  -20.70265  -6.91132  -0.038
Br  9.88978  -17.58552  -6.85086  -0.040
Br  12.40740  -19.25577  -7.79697  -0.039
H  11.31533  -19.23832  -5.53927  -0.027
C  12.45656  -20.32908  -0.18214  -0.298
Br  13.07905  -18.96545  1.09158  -0.054
Br  10.62069  -20.55969  -0.21046  0.118
Br  13.46053  -21.87970  0.38606  -0.052
H  12.78151  -20.18816  -1.23084  0.267
C  5.54397  -20.44941  -0.09538  -0.374
Br  6.95248  -19.66228  -1.08228  0.092
Br  5.09351  -22.25691  -0.64059  -0.069
Br  3.97546  -19.29181  -0.10809  -0.050
H  5.74846  -20.55017  0.98440  0.400
C  9.25935  -24.33705  -2.91424  -0.402
Br  7.78186  -23.12279  -2.86792  0.080
Br  10.99134  -23.39208  -2.93393  -0.028
Br  9.15540  -25.28614  -4.55283  -0.027
H  9.19347  -24.97403  -1.99964  0.371

The following calculated total energy values (in eV) correspond, in order, to the records above: -118166.7478; -93516.0733; -102189.3380; -871744.3099.